(1)
Computed, not measured: C16H21F3N2O4 in the gas phase, with the ωB97M-V functional and the def2-TZVPD basis.

Output
Maximum force: 0.0119 hartree/bohr
Kohn-Sham gap: 9.239 eV
Lowest unoccupied orbital energy: 0.54 eV
Relative energy (zero: lowest compared OMol25 entry of this formula, charge and spin): 2.7 kcal/mol
Structure (SMILES): CCCCNC(=O)Nc1ccc([C@](O)(C(=O)OCC)C(F)(F)F)cc1
Calculated total energy: -36257.21636 eV

Last column: Löwdin charge in e.
Atoms and positions in Å:
C -7.556 -1.909 1.348  -0.11
C -7.374 -1.153 0.037  -0.27
C -5.910 -0.869 -0.297  -0.20
C -5.259 0.116 0.676  -0.19
N -3.910 0.464 0.281  0.06
C -3.680 1.567 -0.478  -0.55
O -4.521 2.393 -0.758  0.07
N -2.381 1.719 -0.949  0.13
C -1.191 1.116 -0.577  -0.24
C -0.137 1.097 -1.495  0.00
C 1.073 0.519 -1.176  -0.01
C 1.262 -0.064 0.074  -0.13
C 2.594 -0.711 0.431  -0.29
O 2.687 -1.145 1.756  0.06
C 3.684 0.353 0.183  -0.43
O 4.210 0.512 -0.884  0.15
O 3.889 1.062 1.269  0.04
C 4.823 2.145 1.170  -0.19
C 4.159 3.385 0.592  -0.05
C 2.853 -1.934 -0.477  -0.56
F 1.949 -2.896 -0.179  0.14
F 2.750 -1.719 -1.784  0.17
F 4.055 -2.473 -0.254  0.17
C 0.237 -0.005 1.008  0.00
C -0.975 0.579 0.692  -0.02
H -7.241 -1.307 2.197  0.06
H -8.603 -2.168 1.489  0.07
H -6.976 -2.830 1.342  0.07
H -7.803 -1.745 -0.774  0.10
H -7.919 -0.208 0.082  0.11
H -5.852 -0.441 -1.301  0.11
H -5.347 -1.807 -0.297  0.11
H -5.217 -0.306 1.683  0.12
H -5.829 1.047 0.696  0.13
H -3.252 -0.298 0.216  0.13
H -2.315 2.421 -1.674  0.15
H -0.273 1.546 -2.467  0.12
H 1.873 0.523 -1.899  0.12
H 2.064 -1.869 1.906  0.12
H 5.663 1.832 0.542  0.13
H 5.161 2.314 2.193  0.13
H 3.290 3.658 1.187  0.08
H 4.865 4.210 0.595  0.08
H 3.841 3.196 -0.430  0.08
H 0.389 -0.391 2.004  0.12
H -1.739 0.653 1.449  0.11

---

(2)
Computed, not measured: 10 unconnected molecules or ions with the total composition C13H30N10O14, with the ωB97M-V functional and the def2-TZVPD basis.

Output
Maximum force: 0.0726 hartree/bohr
Kohn-Sham gap: 10.773 eV
Lowest unoccupied orbital energy: -0.31 eV
Structure (SMILES): C[N+](=O)[O-].C[N+](=O)[O-].C[N+](=O)[O-].C[N+](=O)[O-].C[N+](=O)[O-].C[N+](=O)[O-].C[N+](=O)[O-].CC#N.CC#N.CC#N
Calculated total energy: -57512.22776 eV

Last column: Löwdin charge in e.
Atoms and positions in Å:
C -1.285 -0.864 2.961  0.01
N -0.082 -0.675 3.705  -0.46
O 0.435 -1.746 3.981  0.08
O 0.236 0.441 4.063  0.06
H -2.062 -1.180 3.657  0.12
H -1.267 -1.593 2.153  0.10
H -1.677 0.057 2.531  0.07
C -2.529 3.717 -1.877  0.05
N -3.729 3.849 -1.031  -0.49
O -4.610 3.121 -1.306  0.10
O -3.713 4.648 -0.148  0.07
H -1.729 3.456 -1.234  0.09
H -2.335 4.662 -2.329  0.10
H -2.684 2.923 -2.591  0.08
C -1.927 3.412 2.724  0.06
N -3.191 2.586 2.734  -0.43
O -4.107 2.911 3.448  0.09
O -3.213 1.627 1.951  0.00
H -1.230 2.837 3.427  0.12
H -2.146 4.428 2.941  0.09
H -1.553 3.327 1.714  0.08
C 4.682 -1.753 -1.067  0.03
N 4.464 -1.390 0.327  -0.44
O 4.405 -2.275 1.216  0.04
O 4.328 -0.214 0.539  0.05
H 3.798 -2.352 -1.367  0.09
H 5.534 -2.325 -1.118  0.07
H 4.791 -0.879 -1.731  0.11
C -3.552 -1.228 -1.613  0.06
N -2.255 -0.505 -1.853  -0.43
O -1.328 -1.136 -1.402  0.03
O -2.246 0.535 -2.422  0.08
H -3.600 -1.768 -0.701  0.07
H -3.742 -1.945 -2.387  0.09
H -4.351 -0.497 -1.719  0.10
C 3.783 2.331 3.033  0.04
N 2.937 3.295 2.285  -0.41
O 2.425 4.269 2.835  0.06
O 2.659 2.920 1.147  0.03
H 3.186 1.415 3.258  0.11
H 4.088 2.737 3.976  0.08
H 4.667 2.032 2.480  0.09
C 0.685 1.138 -4.505  0.07
N 1.581 0.841 -3.283  -0.44
O 1.359 1.466 -2.271  0.05
O 2.514 0.118 -3.457  0.06
H -0.226 0.575 -4.325  0.07
H 1.269 0.768 -5.340  0.09
H 0.632 2.225 -4.568  0.09
C -0.838 -5.146 1.597  -0.06
C -1.842 -4.802 0.587  -0.30
N -2.619 -4.622 -0.212  0.14
H -0.967 -4.569 2.466  0.05
H 0.193 -5.111 1.154  0.10
H -0.957 -6.244 1.731  0.09
C 1.288 0.296 0.854  -0.06
C 1.378 -1.081 0.334  -0.25
N 1.590 -2.145 -0.052  0.17
H 0.309 0.753 0.648  0.09
H 1.957 0.880 0.222  0.05
H 1.543 0.233 1.945  0.08
C 0.424 -3.354 -2.782  -0.07
C -0.384 -2.720 -3.827  -0.26
N -1.093 -2.196 -4.555  0.14
H 1.347 -2.876 -2.740  0.03
H 0.609 -4.359 -3.039  0.07
H -0.028 -3.281 -1.771  0.06

---

(3)
Computed, not measured: a molecular structure, C23H24N6OOs, with the ωB97M-V functional and the def2-TZVPD basis.

Output
Maximum force: 0.0739 hartree/bohr
Kohn-Sham gap (spin up / spin down): 5.001 / 5.071 eV
Lowest unoccupied orbital energy (spin up / spin down): -9.15 / -9.13 eV
Total charge: +2
Relative energy (zero: lowest compared OMol25 entry of this formula, charge and spin): 32.4 kcal/mol
Calculated total energy: -37679.08052 eV

Last column: Löwdin charge in e.
Atoms and positions in Å:
Os 0.202 -0.241 0.386  1.41
C -4.582 4.660 -1.673  -0.01
C -3.381 3.863 -1.282  -0.20
C -2.088 4.324 -1.568  0.01
C -0.998 3.593 -1.192  0.01
C -1.114 2.390 -0.452  -0.18
N 0.042 1.742 -0.080  -0.01
C 1.145 2.488 0.311  -0.21
C 0.973 3.720 0.977  0.02
C 2.039 4.455 1.427  0.01
C 3.351 4.004 1.246  -0.21
C 4.521 4.791 1.737  -0.01
C 3.534 2.772 0.612  0.06
C 2.474 2.025 0.154  -0.11
N 2.771 0.845 -0.569  -0.06
C 3.787 0.652 -1.441  0.00
C 3.711 -0.642 -1.895  0.01
C 2.613 -1.192 -1.235  -0.07
N 2.049 -0.278 -0.441  -0.13
C -2.427 1.915 -0.176  -0.07
C -3.513 2.639 -0.630  0.05
N -2.680 0.786 0.622  -0.04
C -3.866 0.464 1.202  0.00
C -3.746 -0.772 1.773  0.02
C -2.431 -1.156 1.515  -0.08
N -1.791 -0.206 0.833  -0.12
H -4.358 5.726 -1.667  0.10
H -5.427 4.470 -1.015  0.10
H -4.892 4.403 -2.691  0.11
H -1.959 5.257 -2.101  0.14
H -0.005 3.927 -1.462  0.14
H -0.035 4.062 1.174  0.13
H 1.867 5.387 1.950  0.14
H 4.296 5.855 1.780  0.10
H 5.402 4.629 1.118  0.09
H 4.778 4.470 2.751  0.11
H 4.543 2.398 0.490  0.14
H 4.482 1.436 -1.692  0.15
H 4.358 -1.112 -2.616  0.12
H 2.212 -2.189 -1.298  0.11
H -4.515 2.265 -0.476  0.13
H -4.707 1.134 1.222  0.14
H -4.503 -1.324 2.302  0.13
H -1.918 -2.057 1.805  0.12
N 1.133 -0.264 3.395  0.05
C 0.828 -0.366 2.281  -0.41
C -0.736 -4.867 0.168  -0.05
C 0.076 -3.787 -0.506  -0.25
O 0.192 -2.613 0.354  -0.23
H -0.855 -5.712 -0.510  0.10
H -1.725 -4.496 0.437  0.08
H -0.235 -5.225 1.070  0.09
H -0.401 -3.450 -1.423  0.13
H 1.077 -4.151 -0.736  0.12
H 0.485 -2.920 1.224  0.10

---

(4)
Computed, not measured: C5H7NO in the gas phase, with the ωB97M-V functional and the def2-TZVPD basis.

Output
Maximum force: 0.0468 hartree/bohr
Kohn-Sham gap: 10.446 eV
Lowest unoccupied orbital energy: 0.89 eV
Relative energy (zero: lowest compared OMol25 entry of this formula, charge and spin): 69.1 kcal/mol
Structure (SMILES): [H]/N=C1\C[C@H]1CC=O
Calculated total energy: -8833.20425 eV

Last column: Löwdin charge in e.
Atoms and positions in Å:
H -2.695 -0.581 -1.151  0.06
N -2.333 0.298 -1.525  0.16
C -1.440 0.234 -0.637  -0.37
C -1.078 -0.730 0.438  -0.05
C -0.286 0.560 0.139  -0.24
C 1.082 0.381 -0.434  -0.13
C 2.059 0.114 0.679  -0.25
O 1.762 0.159 1.849  0.06
H -1.644 -0.773 1.367  0.11
H -0.605 -1.676 0.166  0.11
H -0.418 1.322 0.894  0.15
H 1.109 -0.454 -1.152  0.14
H 1.397 1.271 -0.990  0.13
H 3.090 -0.126 0.358  0.12